(1)
Molecular formula: C4H8O
Method: DFT, ωB97M-V with the def2-TZVPD basis set

Positions of all 13 atoms, in Å:
O -0.95 -0.58 0.86
C -0.38 0.54 0.41
C -0.51 1.78 0.10
C 0.89 1.20 0.04
C -0.10 -1.72 0.92
H 0.83 -1.50 1.46
H -1.09 2.69 0.04
H 1.62 1.45 0.82
H -0.45 -0.04 -2.87
H 0.14 -2.07 -0.09
H -0.70 -0.28 -2.21
H 1.37 1.01 -0.93
H -0.66 -2.48 1.45

Summary:
**2S+1**: 1
**SMILES string**: COC1=CC1.[H][H]
**Lowest unoccupied orbital energy**: 1.109 eV
**HOMO level**: -8.58 eV
**Net charge**: 0
**Energy above the lowest of the compared OMol25 structures with the same formula, charge and spin**: 94.41 kcal/mol
**Kohn-Sham gap**: 9.69 eV


(2)
Molecular formula: C4H12N3
Method: DFT, ωB97M-V with the def2-TZVPD basis set

Positions of all 19 atoms, in Å:
N 0.74 1.34 -1.21
N -1.17 -2.77 0.03
N -0.24 -0.86 -0.40
C 0.23 -0.30 0.81
C -0.17 1.20 1.04
C -0.99 -1.79 -0.80
C 0.80 1.95 0.13
H 1.57 0.81 -1.40
H -1.27 -1.68 -1.83
H 1.75 2.07 0.50
H -0.16 1.33 2.10
H 0.16 2.96 0.12
H -1.61 -3.62 -0.27
H 1.34 -0.44 1.02
H -0.33 -0.83 1.64
H -0.02 -0.01 -1.04
H -1.10 1.41 0.64
H -0.44 -2.88 0.71
H 0.92 2.14 -1.82

Summary:
**2S+1**: 1
**SMILES string**: N/C=[NH+]\CCCN
**Lowest unoccupied orbital energy**: -3.005 eV
**HOMO level**: -14.04 eV
**Net charge**: +1
**Energy above the lowest of the compared OMol25 structures with the same formula, charge and spin**: 53.37 kcal/mol
**Kohn-Sham gap**: 11.03 eV


(3)
Molecular formula: C28H36AsFeN3OS6Se
Method: DFT, ωB97M-V with the def2-TZVPD basis set

Positions of all 77 atoms, in Å:
Se 0.37 -2.88 -0.23
As 3.26 0.26 0.08
Fe 0.66 -0.49 -0.52
S -1.89 4.07 2.22
S -0.57 2.40 4.32
S -2.60 -1.16 -0.92
S -2.70 4.86 -0.54
S -1.13 2.42 0.04
S 0.29 0.32 1.70
O -1.30 -0.45 -1.29
N 2.37 -3.62 1.68
N -2.11 3.95 -6.34
N 2.38 -4.92 -0.02
C -0.38 0.10 -4.03
C -1.14 0.99 -4.74
C -0.61 1.83 1.60
C -1.94 3.87 0.52
C 3.36 -4.57 1.91
C 1.79 -3.84 0.50
C 0.90 0.47 -3.52
C -0.68 2.29 -4.95
C 1.72 -0.47 -2.88
C -3.94 0.14 2.60
C 5.00 0.07 -0.79
C -1.48 3.22 -5.72
C -4.29 1.47 2.37
C -3.68 1.19 0.04
C 1.99 -2.54 2.60
C -4.15 1.98 1.07
C 2.02 -5.54 -1.30
C 0.56 2.70 -4.44
C 2.91 2.13 -0.44
C 1.33 1.80 -3.74
C -3.65 -0.81 -2.31
C 3.93 0.60 1.87
C -4.82 2.35 3.47
C 3.36 -5.39 0.85
C -3.34 -0.13 0.30
C -3.46 -0.67 1.58
C -1.47 0.88 4.74
C -0.98 2.61 2.62
H -3.18 -1.70 1.76
H -1.03 0.54 5.68
H 2.39 -1.59 2.27
H 3.11 0.88 2.52
H -3.55 1.62 -0.95
H 0.90 3.71 -4.60
H 0.91 -2.46 2.64
H -4.41 3.01 0.88
H -1.32 0.13 3.97
H -5.89 2.53 3.33
H -0.74 -0.91 -3.85
H 3.74 2.52 -1.03
H 2.30 2.11 -3.36
H 3.96 -6.26 0.63
H 3.95 -4.58 2.81
H 2.41 -6.56 -1.32
H -3.41 -1.53 -3.10
H 2.76 -0.23 -2.69
H -4.69 1.88 4.45
H 4.90 -0.05 -1.87
H -4.04 -0.27 3.60
H 2.43 -4.98 -2.13
H 2.80 2.74 0.46
H 5.60 0.96 -0.58
H 4.41 -0.29 2.26
H 2.00 2.22 -1.02
H 1.45 -1.52 -2.88
H 5.51 -0.81 -0.40
H 0.94 -5.57 -1.40
H -2.10 0.69 -5.15
H -4.32 3.32 3.47
H -4.69 -0.94 -1.99
H 2.38 -2.77 3.59
H -3.47 0.21 -2.65
H -2.53 1.10 4.88
H 4.66 1.40 1.83

Summary:
**2S+1**: 6
**Lowest unoccupied orbital energy (spin up / spin down)**: -2.058 / -4.727 eV
**HOMO level (spin up / spin down)**: -9.64 / -9.65 eV
**Net charge**: +1
**<S²>**: 8.81
**Energy above the lowest of the compared OMol25 structures with the same formula, charge and spin**: 16.69 kcal/mol
**Kohn-Sham gap (spin up / spin down)**: 7.58 / 4.93 eV


(4)
Molecular formula: C6H11NO
Method: DFT, ωB97M-V with the def2-TZVPD basis set

Positions of all 19 atoms, in Å:
O -0.81 -0.79 0.50
N -1.19 0.24 -0.35
C 2.09 -0.80 -0.19
C 2.21 1.65 0.41
C -3.55 -0.14 0.06
C 2.32 -2.05 0.09
C 1.98 0.52 -0.44
C -2.38 0.52 -0.54
H 2.68 1.30 1.29
H 2.98 2.09 -0.13
H -3.13 -0.58 0.93
H 1.52 -2.72 0.49
H -2.51 1.42 -1.25
H 3.08 -2.70 -0.13
H 0.10 -0.65 0.74
H 1.52 0.82 -1.44
H -3.86 -0.86 -0.67
H -4.39 0.47 0.08
H 1.34 2.27 0.54

Summary:
**2S+1**: 1
**SMILES string**: C/C=N\O.C=C=CC
**Lowest unoccupied orbital energy**: 1.018 eV
**HOMO level**: -9.19 eV
**Net charge**: 0
**Energy above the lowest of the compared OMol25 structures with the same formula, charge and spin**: 121.64 kcal/mol
**Kohn-Sham gap**: 10.21 eV